Entry 1:
DFT (the ωB97M-V functional and the def2-TZVPD basis) results for 2 unconnected molecules or ions with the total composition C2H10N2S at a distorted geometry.

## Properties
Energy above the lowest of the compared OMol25 structures with the same formula, charge and spin: 0.517 eV
SMILES: NCN.CS
Multiplicity: 1

Atoms and positions in Å:
1 C -1.2293 4.4975 1.3006
2 S -1.6759 6.0711 2.0685
3 H -1.5116 3.6643 1.9266
4 H -0.1479 4.5007 1.1806
5 H -1.6852 4.3804 0.3193
6 H -2.9649 5.7743 2.2747
7 N 0.6880 -2.6195 -2.1893
8 C 0.7562 -2.9131 -0.7759
9 N 1.5359 -4.1383 -0.4640
10 H 0.3969 -3.3981 -2.7577
11 H 1.5615 -2.2123 -2.5035
12 H -0.2536 -2.9625 -0.3843
13 H 1.2320 -2.0576 -0.3183
14 H 0.9896 -4.7115 0.1817
15 H 2.3085 -3.8755 0.1412

=====

Entry 2:
DFT (the ωB97M-V functional and the def2-TZVPD basis) results for C5H7N3 in the gas phase at a distorted geometry.

## Properties
Energy above the lowest of the compared OMol25 structures with the same formula, charge and spin: 4.109 eV
SMILES: [H]/N=C1\C=C(C)N\C1=N\[H]
Multiplicity: 1

Atoms and positions in Å:
1 C 1.1524 -0.8586 -1.9091
2 C 0.2274 -0.3190 -0.7843
3 C 0.3950 -0.9782 0.5069
4 C -0.5014 -0.0825 1.4631
5 C -0.6504 1.3437 0.5907
6 H 0.5728 -1.1898 -2.9944
7 H 1.9305 -0.1385 -2.2372
8 H 1.6242 -1.8172 -1.5571
9 H 0.4948 -2.0170 0.6615
10 H -1.0461 -1.1347 2.9745
11 H -1.3392 2.3637 1.7625
12 H -0.2936 1.5895 -1.4665
13 N -1.0415 -0.1264 2.7322
14 N -1.1297 2.4779 0.8813
15 N -0.3952 0.8871 -0.6241

=====

Entry 3:
DFT (the ωB97M-V functional and the def2-TZVPD basis) results for a molecular structure, C47H43Br3F2IN2O14P at a distorted geometry.

## Properties
Multiplicity: 1

Atoms and positions in Å:
1 C 1.3532 -0.4318 -2.0105
2 C 1.5427 -1.0590 -0.6939
3 C 0.4083 -0.8263 0.2331
4 N 0.1949 0.5761 0.6387
5 I 1.8167 1.8136 0.5156
6 C -1.0170 1.1068 0.0511
7 C -1.5882 2.4755 0.4085
8 C -1.2143 3.5643 -0.5474
9 Br -1.3873 3.1572 2.2239
10 C 0.4359 -1.8623 1.3775
11 O 0.4145 -3.2090 0.8551
12 C -0.5684 -3.6104 0.0401
13 F -0.5707 -4.9164 0.0787
14 F -0.2987 -3.2754 -1.2207
15 C 1.7820 -1.7900 2.0581
16 Br 3.0325 -3.0196 1.3466
17 C 2.1409 -0.9814 2.9751
18 C 1.3150 -0.0144 3.6252
19 Br 3.8842 -0.9530 3.6493
20 P -1.1031 -1.9481 2.4951
21 N -0.4148 -2.5443 3.9314
22 O -1.5994 -0.4888 2.8346
23 H 1.1236 0.5986 -1.9592
24 H 0.5229 -0.9011 -2.4741
25 H 2.1854 -0.6129 -2.6358
26 H 1.5961 -2.0854 -0.8906
27 H 2.4796 -0.8295 -0.2687
28 H -0.4411 -1.0738 -0.3468
29 H -1.7857 0.4089 0.2064
30 H -0.8837 1.1656 -1.0055
31 H -2.6211 2.3573 0.3161
32 H -2.0151 3.7406 -1.2161
33 H -0.3607 3.3042 -1.0891
34 H -0.9718 4.4328 -0.0155
35 H -1.5515 -3.2642 0.2607
36 H 0.7599 -0.4362 4.3988
37 H 1.9300 0.7022 4.0790
38 H 0.6599 0.5079 2.9797
39 H -1.1968 -2.7983 4.5200
40 H 0.0812 -3.3956 3.7201
41 H -1.9104 -0.4497 3.7505
42 C 5.3563 3.3527 0.5546
43 C 6.4815 3.5593 1.2296
44 C 7.1008 4.9100 1.3013
45 O 8.1263 5.1004 1.9135
46 C 6.4106 6.0198 0.5895
47 C 5.2854 5.8126 -0.0851
48 C 4.6673 4.4630 -0.1558
49 O 3.6384 4.2761 -0.7691
50 H 4.8911 2.3756 0.4895
51 H 6.9981 2.7661 1.7543
52 H 6.8781 6.9938 0.6556
53 H 4.7670 6.6049 -0.6097
54 C 2.0385 -3.4356 -3.5032
55 C 1.9049 -4.5753 -2.8324
56 C 2.9989 -5.5759 -2.7812
57 O 2.8819 -6.6163 -2.1729
58 C 4.2563 -5.2533 -3.5121
59 C 4.3916 -4.1146 -4.1827
60 C 3.2920 -3.1127 -4.2303
61 O 3.4194 -2.0733 -4.8407
62 H 1.2550 -2.6972 -3.5498
63 H 0.9980 -4.8230 -2.2941
64 H 5.0427 -5.9957 -3.4621
65 H 5.2962 -3.8600 -4.7202
66 C -3.0862 3.8587 8.3352
67 C -2.0119 3.2189 7.8879
68 C -1.6415 3.2454 6.4470
69 O -0.6583 2.6747 6.0489
70 C -2.5120 4.0112 5.5236
71 C -3.5820 4.6599 5.9747
72 C -3.9577 4.6348 7.4128
73 O -4.9339 5.2222 7.8211
74 H -3.3760 3.8545 9.3786
75 H -1.3558 2.6549 8.5393
76 H -2.2377 4.0267 4.4683
77 H -4.2312 5.2300 5.3224
78 C 0.7831 2.7415 -6.5997
79 C 0.8575 2.2703 -5.3597
80 C -0.0818 2.7311 -4.3049
81 O -0.0098 2.3001 -3.1760
82 C -1.1076 3.7365 -4.6845
83 C -1.1824 4.2081 -5.9239
84 C -0.2430 3.7477 -6.9832
85 O -0.3135 4.1761 -8.1121
86 H 1.4563 2.4214 -7.3845
87 H 1.5951 1.5374 -5.0574
88 H -1.7801 4.0566 -3.8986
89 H -1.9201 4.9410 -6.2239
90 C -0.6691 -3.0778 -7.7385
91 C -1.1515 -3.6831 -8.8181
92 C -1.4877 -5.1326 -8.8050
93 O -1.9251 -5.6845 -9.7882
94 C -1.2641 -5.8771 -7.5363
95 C -0.7820 -5.2711 -6.4569
96 C -0.4476 -3.8231 -6.4721
97 O -0.0090 -3.2719 -5.4866
98 H -0.4160 -2.0255 -7.7247
99 H -1.3218 -3.1608 -9.7506
100 H -1.5155 -6.9298 -7.5487
101 H -0.6107 -5.7929 -5.5238
102 C -4.4410 -2.1070 6.8581
103 C -5.6173 -2.5047 7.3295
104 C -6.8912 -2.0672 6.6934
105 O -7.9614 -2.4272 7.1226
106 C -6.7937 -1.1696 5.5098
107 C -5.6157 -0.7734 5.0404
108 C -4.3506 -1.2128 5.6776
109 O -3.2735 -0.8501 5.2490
110 H -3.5017 -2.4110 7.3037
111 H -5.7097 -3.1573 8.1879
112 H -7.7305 -0.8642 5.0623
113 H -5.5190 -0.1206 4.1821

=====

Entry 4:
DFT (the ωB97M-V functional and the def2-TZVPD basis) results for C9H15BrSi in the gas phase at a distorted geometry.

## Properties
Energy above the lowest of the compared OMol25 structures with the same formula, charge and spin: 0.400 eV
SMILES: CC[Si](Br)(CC)C1C=CC=C1
Multiplicity: 1

Atoms and positions in Å:
1 C -0.9033 2.3105 2.2221
2 C 0.1868 1.6494 1.7457
3 C -1.8709 1.2949 2.6284
4 C -0.0160 0.1759 1.6486
5 C -1.4397 0.0356 2.3114
6 C -0.8512 0.9981 -1.6662
7 C 1.0342 -2.8129 -2.1367
8 C 0.5985 1.1299 -1.3321
9 C 0.6364 -2.0854 -0.8820
10 Si 1.0208 -0.3596 -0.2691
11 Br 3.0013 -0.5356 0.8191
12 H -1.0202 3.4434 2.3046
13 H 1.0747 2.0773 1.3438
14 H -2.8895 1.5520 2.9418
15 H 0.7488 -0.3299 2.2313
16 H -1.7887 -0.9353 2.5831
17 H -1.2471 1.7745 -2.4352
18 H -1.0317 0.0061 -2.0244
19 H -1.4410 1.0878 -0.8210
20 H 0.6930 -3.8093 -2.0722
21 H 0.7150 -2.4479 -3.1235
22 H 2.2454 -2.7647 -2.1513
23 H 0.7399 2.1432 -0.8368
24 H 1.1831 1.2086 -2.2837
25 H 1.0345 -2.6752 0.0070
26 H -0.4131 -2.1313 -0.7527

=====

Entry 5:
DFT (the ωB97M-V functional and the def2-TZVPD basis) results for 15 unconnected molecules or ions with the total composition C60H123N3O42P6 at a distorted geometry.

## Properties
Multiplicity: 1

Atoms and positions in Å:
1 C -26.3671 -6.5246 15.8370
2 C -25.0803 -5.7831 16.1808
3 N -24.1277 -5.2036 16.4269
4 H -26.0729 -6.8638 14.8438
5 H -27.1253 -5.7424 15.7990
6 H -26.6948 -7.3047 16.5240
7 C -35.8341 4.3786 13.5942
8 C -37.0402 5.0673 13.1809
9 N -37.9568 5.6376 12.7907
10 H -36.3118 3.7838 14.3727
11 H -34.9726 4.8657 14.0510
12 H -35.5010 3.5742 12.9384
13 C -28.8569 -1.2050 20.1788
14 C -30.3088 -0.9861 20.0362
15 N -31.4105 -0.8378 19.9017
16 H -28.2741 -0.3351 19.8759
17 H -28.5380 -2.0315 19.5436
18 H -28.5755 -1.4003 21.2136
19 C -24.5231 -9.5584 3.1314
20 C -25.3006 -8.5774 2.2656
21 O -25.6901 -9.1022 1.0081
22 P -26.8967 -8.2982 0.3095
23 O -26.5932 -6.8896 -0.0041
24 O -27.2638 -9.2443 -1.0179
25 C -28.0078 -8.6899 -2.0860
26 C -28.2503 -9.8651 -2.9480
27 O -28.1683 -8.7393 1.2814
28 C -29.0894 -7.7750 1.4285
29 C -29.9266 -8.0997 2.6605
30 H -24.7220 -9.2332 4.1525
31 H -24.9215 -10.5497 2.9154
32 H -23.4488 -9.4504 2.9820
33 H -26.1290 -8.2107 2.8716
34 H -24.5759 -7.8376 1.9257
35 H -28.9436 -8.2732 -1.7135
36 H -27.3888 -7.8880 -2.4883
37 H -29.0183 -9.5994 -3.6744
38 H -27.3930 -10.0817 -3.5854
39 H -28.5922 -10.7811 -2.4661
40 H -28.6089 -6.8589 1.7719
41 H -29.7547 -7.5930 0.5844
42 H -30.8236 -8.6984 2.5025
43 H -29.3085 -8.7216 3.3081
44 H -30.2389 -7.2399 3.2533
45 C -26.7965 -1.5979 2.0226
46 C -27.7675 -1.3650 0.8505
47 O -27.9230 0.0578 0.5395
48 P -29.3337 0.5894 -0.1222
49 O -30.1595 -0.4997 -0.7991
50 O -30.0656 1.3223 1.1291
51 C -29.4672 2.3707 1.7758
52 C -30.1662 2.3995 3.2259
53 O -28.9320 1.7680 -1.1056
54 C -29.9304 2.6187 -1.6921
55 C -29.2347 3.7116 -2.3762
56 H -27.2367 -1.5337 3.0176
57 H -26.5001 -2.6320 1.8464
58 H -25.8880 -1.0065 1.9085
59 H -27.4245 -1.7112 -0.1245
60 H -28.7981 -1.5995 1.1166
61 H -28.3945 2.2547 1.9306
62 H -29.7462 3.3022 1.2833
63 H -29.7748 3.3122 3.6752
64 H -31.2523 2.3972 3.1339
65 H -29.8026 1.5757 3.8401
66 H -30.5861 2.0878 -2.3823
67 H -30.5081 3.0528 -0.8760
68 H -29.6949 4.6765 -2.5889
69 H -28.2820 4.0030 -1.9338
70 H -29.1704 3.4189 -3.4242
71 C -35.6019 -0.0642 5.9842
72 C -36.8296 0.5042 6.5966
73 O -36.3929 1.2544 7.8017
74 P -36.0379 0.5051 9.1747
75 O -35.8779 -0.9267 9.1125
76 O -34.8074 1.3910 9.8219
77 C -33.4666 1.2796 9.2513
78 C -32.8257 2.5480 8.9022
79 O -37.2459 0.9441 10.1875
80 C -38.6286 0.6331 10.0755
81 C -39.4935 1.8748 10.2828
82 H -35.3038 -0.7963 6.7347
83 H -36.0392 -0.5328 5.1026
84 H -34.7839 0.6069 5.7222
85 H -37.3183 1.0777 5.8090
86 H -37.5798 -0.2707 6.7547
87 H -32.8657 0.7361 9.9805
88 H -33.5276 0.7375 8.3076
89 H -32.7979 3.3007 9.6901
90 H -31.7524 2.3935 8.7912
91 H -33.3889 3.1021 8.1512
92 H -38.8457 0.2375 9.0833
93 H -38.9909 -0.0697 10.8258
94 H -40.5356 1.5632 10.3548
95 H -39.3283 2.4772 11.1760
96 H -39.5209 2.5006 9.3908
97 C -28.8055 -13.4677 7.7556
98 C -30.1790 -13.9952 7.7844
99 O -30.3995 -14.8149 8.8841
100 P -30.7007 -14.3383 10.4255
101 O -29.5516 -13.6505 11.1264
102 O -31.2589 -15.7380 11.0916
103 C -31.3154 -16.0131 12.4442
104 C -31.0581 -17.4419 12.7108
105 O -32.0283 -13.3941 10.3337
106 C -32.1440 -12.2286 11.1683
107 C -32.1671 -11.0504 10.2492
108 H -28.1584 -14.3444 7.7824
109 H -28.6505 -13.0434 6.7636
110 H -28.6358 -12.6994 8.5099
111 H -30.6765 -13.0257 7.8090
112 H -30.2687 -14.4935 6.8191
113 H -30.4175 -15.4808 12.7581
114 H -32.1736 -15.5419 12.9234
115 H -31.7223 -18.0447 12.0915
116 H -30.1263 -17.9154 12.4014
117 H -31.3275 -17.6999 13.7350
118 H -32.9668 -12.3639 11.8703
119 H -31.2781 -12.1922 11.8294
120 H -31.5553 -11.3346 9.3931
121 H -33.1460 -10.7162 9.9055
122 H -31.7674 -10.1942 10.7927
123 C -26.0546 6.8685 18.2667
124 C -24.9157 5.8533 17.9263
125 O -24.6480 5.9067 16.5091
126 P -24.9421 4.4995 15.6718
127 O -25.1596 4.5619 14.1896
128 O -23.7610 3.5821 16.2187
129 C -23.0184 2.8272 15.2503
130 C -21.9760 3.7327 14.5411
131 O -26.2716 3.9035 16.4672
132 C -27.4225 3.4866 15.8416
133 C -28.3952 4.6227 15.7039
134 H -25.7376 7.8070 17.8120
135 H -27.0004 6.6749 17.7607
136 H -26.2938 6.8607 19.3302
137 H -24.0309 6.3690 18.2994
138 H -25.0275 4.8577 18.3558
139 H -22.5747 2.0261 15.8414
140 H -23.7335 2.4183 14.5365
141 H -22.3514 4.5788 13.9656
142 H -21.2635 4.1921 15.2262
143 H -21.4418 3.1624 13.7811
144 H -27.3057 2.9061 14.9265
145 H -27.8627 2.7576 16.5219
146 H -29.1744 4.2936 15.0164
147 H -28.7665 4.9526 16.6742
148 H -27.8410 5.5056 15.3854
149 C -32.0277 -1.7618 12.9541
150 C -30.7094 -2.4513 13.4375
151 O -29.6938 -1.7875 12.6436
152 P -29.0080 -2.4157 11.3400
153 O -28.0171 -3.4076 11.7943
154 O -30.3789 -2.9313 10.5764
155 C -30.2025 -3.8129 9.5195
156 C -31.4654 -3.7960 8.6991
157 O -28.6019 -1.1517 10.3596
158 C -27.2108 -0.8566 10.0242
159 C -27.1111 -0.2753 8.5927
160 H -32.2063 -1.9760 11.9004
161 H -32.9477 -1.9935 13.4907
162 H -32.0406 -0.6721 12.9750
163 H -30.4620 -2.3520 14.4944
164 H -30.7498 -3.5347 13.3246
165 H -29.2875 -3.5055 9.0130
166 H -30.0739 -4.8135 9.9321
167 H -31.3522 -2.8361 8.1953
168 H -31.4403 -4.4652 7.8390
169 H -32.3995 -3.9476 9.2399
170 H -26.6483 -0.2979 10.7722
171 H -26.5494 -1.6963 10.2378
172 H -27.7762 -0.9262 8.0251
173 H -27.6987 0.6394 8.5133
174 H -26.1465 -0.0879 8.1210
175 C -38.6548 -1.6745 17.1541
176 C -39.8115 -1.6824 16.2304
177 O -39.8127 -2.8935 15.7046
178 C -39.1609 -3.7395 16.5963
179 O -39.0796 -4.9633 16.4135
180 O -38.3583 -3.0256 17.4793
181 H -38.9949 -1.1144 18.0252
182 H -37.8474 -1.1783 16.6155
183 H -39.8724 -0.9576 15.4186
184 H -40.7650 -1.6627 16.7582
185 C -25.7413 -8.2358 9.4756
186 C -24.2399 -8.0791 9.3601
187 O -24.0471 -7.0218 8.4361
188 C -25.2800 -6.4455 8.1655
189 O -25.5392 -5.6149 7.2848
190 O -26.1122 -7.0098 8.9525
191 H -25.9520 -8.1701 10.5430
192 H -26.2145 -9.1401 9.0928
193 H -23.8333 -9.0217 8.9935
194 H -23.7477 -7.8633 10.3084
195 C -23.9490 6.4312 9.0290
196 C -22.8117 6.0419 8.0150
197 O -23.6247 5.9959 6.8508
198 C -24.9266 5.6954 7.1489
199 O -25.7837 5.4000 6.2823
200 O -25.0230 5.6828 8.5156
201 H -24.4333 7.4033 8.9373
202 H -23.7489 6.1627 10.0663
203 H -22.1879 5.2126 8.3484
204 H -22.1839 6.9295 7.9367
205 C -21.2923 -3.0670 10.9015
206 C -21.4105 -1.6854 11.5160
207 O -21.0645 -0.8673 10.4549
208 C -21.1820 -1.4886 9.2943
209 O -21.0687 -0.9233 8.2416
210 O -21.4329 -2.7156 9.5275
211 H -22.1047 -3.7877 10.9940
212 H -20.2643 -3.4292 10.8906
213 H -20.7829 -1.6146 12.4044
214 H -22.4695 -1.4639 11.6479
215 C -37.2573 -7.0289 7.3278
216 C -37.9098 -5.6234 6.9915
217 O -38.4891 -5.3323 8.1697
218 C -37.8640 -5.8798 9.1968
219 O -38.1911 -5.7074 10.3888
220 O -36.9211 -6.6621 8.6662
221 H -36.3066 -7.0984 6.7991
222 H -38.0022 -7.7588 7.0109
223 H -38.6634 -5.8797 6.2468
224 H -37.2604 -4.8583 6.5661
225 C -35.1141 -8.8587 15.1861
226 C -35.1251 -7.6911 14.2203
227 O -33.7964 -7.1997 14.3012
228 C -33.0689 -7.9389 15.1184
229 O -31.8198 -7.9407 15.0868
230 O -33.8779 -8.7975 15.8767
231 H -35.2486 -9.8263 14.7027
232 H -35.9853 -8.8351 15.8408
233 H -35.8957 -6.9296 14.3407
234 H -35.4065 -8.1093 13.2539

=====

Entry 6:
DFT (the ωB97M-V functional and the def2-TZVPD basis) results for C3H2ClN3O in the gas phase at a distorted geometry.

## Properties
Energy above the lowest of the compared OMol25 structures with the same formula, charge and spin: 1.398 eV
SMILES: O=c1cn[nH]nc1Cl
Multiplicity: 1

Atoms and positions in Å:
1 C -0.9505 0.2941 0.4731
2 C -1.9766 -0.0870 -0.4908
3 C -1.3082 -0.7108 -1.7487
4 N 0.2829 0.0045 0.3078
5 N -0.0395 -0.8957 -1.8499
6 N 0.7437 -0.4604 -0.8403
7 O -3.1500 -0.1273 -0.2462
8 Cl -2.5140 -1.3174 -2.7619
9 H -1.0989 0.6978 1.4515
10 H 1.6174 -0.9379 -0.9344

=====

It is found that the E_HOMO values, taken in the order of the records, are -9.065; -8.467; -7.889; -8.176; -10.193; -9.676 eV.
It is found that the frontier orbital gap values, taken in the order of the records, are 10.012; 8.171; 5.842; 8.810; 10.144; 9.712 eV.